This record from OMol25 describes a cluster of 2 separate species, C27H34N3O2 in total in a non-equilibrium geometry. The level of theory is ωB97M-V/def2-TZVPD.

Structure (XYZ):
```
66
Properties=species:S:1:pos:R:3:mulliken_charge:R:1
C -2.15 5.51 2.67 -1.4686
C -1.26 4.29 2.71 0.5279
C -1.77 3.07 3.16 -1.1066
C -0.97 1.93 3.19 1.3358
C -1.52 0.64 3.71 -1.3969
C 0.35 2.03 2.73 -0.1436
N 1.19 0.88 2.76 0.8233
C 1.18 -0.15 1.87 -0.2193
C 0.33 -0.22 0.68 0.8317
C 0.70 -1.13 -0.39 -0.7211
C -0.31 -1.77 -1.05 -0.3442
C -0.32 -3.20 -1.32 0.2099
C -1.51 -3.95 -1.19 -0.2847
C -1.48 -5.35 -1.18 -0.6839
C -0.25 -6.02 -1.33 -0.3800
C 0.91 -5.28 -1.56 -0.7736
C 0.89 -3.89 -1.55 -0.2326
O -0.73 0.47 0.65 -0.9050
N 2.00 -1.10 2.36 0.1043
C 2.13 -2.47 1.90 -0.8464
C 2.63 -0.62 3.50 -0.8260
C 2.14 0.61 3.74 -0.3613
C 0.89 3.24 2.31 0.6359
C 2.32 3.33 1.89 -1.3466
C 0.07 4.37 2.29 -1.1385
H -1.55 6.42 2.63 0.3796
H -2.81 5.50 1.79 0.2885
H -2.80 5.55 3.56 0.3719
H -2.81 3.00 3.51 0.3904
H -0.88 0.21 4.50 0.2918
H -2.50 0.83 4.15 0.4745
H -1.65 -0.10 2.91 0.2188
H 1.77 -1.30 -0.54 0.8767
H -1.30 -1.35 -0.96 0.7593
H -2.46 -3.42 -1.06 0.4204
H -2.40 -5.92 -1.05 0.4062
H -0.22 -7.11 -1.35 0.3929
H 1.87 -5.80 -1.75 0.3713
H 1.80 -3.29 -1.70 0.4336
H 2.54 -3.07 2.73 0.3599
H 1.14 -2.88 1.62 0.3625
H 2.81 -2.55 1.05 0.3244
H 3.35 -1.22 4.04 0.4974
H 2.35 1.31 4.53 0.5884
H 2.54 4.36 1.60 0.4347
H 3.00 3.05 2.70 0.2988
H 2.54 2.69 1.03 0.2683
H 0.47 5.32 1.95 0.3662
O -1.98 0.76 -1.73 -0.7722
C -0.87 1.45 -2.32 -0.3908
C -0.08 0.59 -3.31 0.0429
C -0.19 1.03 -4.77 -0.8546
C -0.20 -0.27 -5.59 -0.5651
C -0.54 -1.39 -4.60 -0.7691
N -0.51 -0.83 -3.23 -0.0553
H -1.76 0.69 -0.76 0.4577
H -1.32 2.31 -2.84 0.5226
H -0.18 1.81 -1.53 -0.0232
H 0.97 0.63 -2.99 0.2624
H -1.13 1.56 -4.91 0.3639
H 0.65 1.69 -5.03 0.3462
H -0.96 -0.22 -6.38 0.2987
H 0.78 -0.45 -6.05 0.2954
H -1.56 -1.76 -4.80 0.3350
H 0.13 -2.25 -4.69 0.2543
H -1.48 -0.80 -2.89 0.3847
```

Summary:
Kohn-Sham gap, eV: 7.10
Total charge: +1
Calculated total energy, eV: -37109.0804
Energy relative to the best compared isomer or geometry (same formula, charge and spin), kcal per mole: 10.3
Maximum force, eV Å⁻¹: 3.91



This record from OMol25 describes a structure of composition C27H34N8O2RuSe in a non-equilibrium geometry. The level of theory is ωB97M-V/def2-TZVPD.

Structure (XYZ):
```
73
Properties=species:S:1:pos:R:3:mulliken_charge:R:1
Ru 0.88 0.16 0.07 0.6424
N 3.35 -4.12 1.39 -0.4290
C 3.06 -2.68 1.44 2.4835
C 2.82 -2.15 2.85 -1.7446
C 2.54 -0.64 2.87 0.3142
N 1.22 -0.31 2.27 -0.3231
C 3.68 0.12 2.18 -1.3962
C 4.04 -0.42 0.79 0.2032
N 3.03 -0.01 -0.20 -0.3851
C 4.22 -1.94 0.80 -1.8923
H 2.76 -4.63 2.04 0.3965
H 4.31 -4.31 1.67 0.3267
H 2.81 -4.80 0.29 0.4160
H 2.17 -2.50 0.84 -1.3610
H 3.72 -2.32 3.45 0.3421
H 2.01 -2.69 3.34 0.4829
H 2.52 -0.33 3.92 0.2882
H 0.88 0.56 2.67 0.2899
H 0.52 -0.99 2.55 0.3245
H 4.56 0.06 2.81 0.5404
H 3.42 1.17 2.09 0.4797
H 5.00 0.01 0.50 0.3653
H 3.09 -0.56 -1.06 0.2862
H 3.20 0.95 -0.49 0.4214
H 5.13 -2.15 1.38 0.6147
H 4.39 -2.30 -0.22 0.2838
O 1.19 0.49 -1.91 -0.4320
C 0.75 1.51 -2.61 0.2014
C 0.38 1.34 -3.95 -0.6377
C -0.08 2.40 -4.70 -0.5296
C -0.17 3.68 -4.15 -0.8495
C 0.23 3.88 -2.85 -1.1741
C 0.71 2.82 -2.07 1.1052
C 1.12 3.06 -0.69 0.1027
N 1.19 2.20 0.32 0.8784
C 1.50 2.93 1.45 -0.8947
C 1.65 4.24 1.12 -1.0396
N 1.41 4.30 -0.22 -0.1469
H 0.44 0.34 -4.36 0.4572
H -0.38 2.23 -5.73 0.4328
H -0.56 4.50 -4.74 0.4203
H 0.14 4.87 -2.42 0.3186
H 1.58 2.49 2.43 0.5837
H 1.88 5.10 1.72 0.4309
H 1.47 5.13 -0.80 0.2399
C -7.20 0.38 -1.19 -1.4907
C -5.78 0.36 -0.70 0.6259
C -5.48 -0.04 0.60 -1.0007
C -4.18 -0.08 1.07 0.5570
C -3.93 -0.52 2.49 -1.5813
C -3.13 0.31 0.20 0.2036
Se -1.39 0.27 0.94 0.3083
C -3.41 0.71 -1.12 0.9006
C -2.36 1.13 -2.09 -0.5624
C -4.74 0.73 -1.53 -0.9779
H -7.90 0.08 -0.41 0.3430
H -7.32 -0.29 -2.04 0.3475
H -7.47 1.38 -1.53 0.3508
H -6.28 -0.34 1.26 0.2933
H -4.87 -0.82 2.95 0.4128
H -3.49 0.28 3.08 0.3277
H -3.25 -1.38 2.53 0.2887
H -1.36 0.95 -1.70 -0.5562
H -2.45 2.19 -2.32 0.3776
H -2.46 0.58 -3.02 0.4590
H -4.95 1.04 -2.55 0.4834
O 0.61 -1.87 -0.48 -0.5455
N -0.37 -2.53 -0.11 0.1306
C -0.23 -3.88 -0.17 0.3700
C 1.04 -4.38 -0.35 0.5052
N 2.12 -4.80 -0.50 -0.4059
C -1.33 -4.73 0.16 -0.1984
N -2.20 -5.41 0.44 -0.4033
```

Summary:
Kohn-Sham gap (spin up / spin down), eV: 6.43 / 5.79
Total charge: +1
Calculated total energy, eV: -112488.1128
Energy relative to the best compared isomer or geometry (same formula, charge and spin), kcal per mole: 13.1
Multiplicity: 2
Maximum force, eV Å⁻¹: 3.82



This record from OMol25 describes a structure of composition C27H35BrN4NiP2 in a non-equilibrium geometry. The level of theory is ωB97M-V/def2-TZVPD.

Structure (XYZ):
```
70
Properties=species:S:1:pos:R:3:mulliken_charge:R:1
Ni -4.34 2.46 -1.45 0.0883
C -4.23 3.31 -3.06 0.3960
C -4.14 4.23 -1.95 -0.2844
C -5.27 4.72 -1.11 -1.1586
C -6.46 3.71 -0.94 -1.1946
C -6.03 2.28 -0.77 -0.3038
C -5.73 1.29 -1.74 0.6817
C -5.79 1.38 -3.25 -1.1021
C -5.45 2.82 -3.75 -1.0784
C -1.79 -0.67 0.11 -2.4495
H -3.32 3.17 -3.64 -0.0433
H -3.20 4.79 -1.92 0.8272
H -5.61 5.67 -1.54 0.5017
H -4.90 5.01 -0.12 0.3583
H -7.00 3.96 0.00 0.4568
H -7.16 3.83 -1.76 0.2664
H -6.05 1.93 0.29 0.5984
H -5.66 0.28 -1.35 0.0763
H -6.76 1.04 -3.65 0.4964
H -5.06 0.68 -3.68 0.2664
H -5.30 2.76 -4.83 0.5072
H -6.27 3.51 -3.54 0.2413
H -1.84 -0.46 -0.97 0.3135
H -2.07 -1.71 0.30 0.6385
H -0.74 -0.51 0.41 0.4896
P -2.81 0.56 0.91 1.8520
P -0.98 3.21 -1.59 -0.2210
N -4.32 -0.37 0.83 0.3126
N -2.38 0.43 2.53 0.4895
N -0.89 3.68 -3.54 0.3067
N 0.51 3.84 -1.13 0.7342
C -2.97 2.40 0.67 0.3120
C -1.78 3.26 0.20 -1.4523
C -4.59 -1.33 -0.17 -0.8919
C -5.87 -1.84 0.02 -0.4523
C -6.44 -1.14 1.15 -0.6635
C -5.48 -0.24 1.60 -0.5820
C -2.06 -0.81 3.10 -0.5406
C -1.97 -0.66 4.47 -0.6483
C -2.24 0.72 4.77 -0.6144
C -2.48 1.37 3.57 -0.3578
C -1.32 2.82 -4.54 -0.7321
C -1.44 3.48 -5.76 -0.6459
C -1.15 4.85 -5.48 -0.8015
C -0.90 4.95 -4.11 -0.3111
C 1.06 5.11 -1.34 -0.3214
C 2.25 5.17 -0.67 -0.5945
C 2.44 3.91 0.01 -0.6429
C 1.36 3.13 -0.26 -0.3406
H -3.19 2.80 1.67 0.5730
H -3.94 2.69 0.16 -0.9545
H -2.18 4.30 0.24 0.4605
H -0.96 3.20 0.94 0.6979
H -3.87 -1.56 -0.91 0.3088
H -6.35 -2.59 -0.59 0.4797
H -7.42 -1.31 1.57 0.4494
H -5.49 0.44 2.43 0.5592
H -1.90 -1.66 2.45 0.3516
H -1.73 -1.45 5.17 0.4367
H -2.24 1.18 5.75 0.4443
H -2.69 2.41 3.36 0.4324
H -1.56 1.78 -4.32 0.5088
H -1.73 3.01 -6.69 0.4648
H -1.10 5.67 -6.19 0.4276
H -0.71 5.79 -3.47 0.3535
H 0.54 5.82 -1.97 0.2259
H 2.96 6.00 -0.66 0.4159
H 3.30 3.62 0.62 0.4215
H 1.10 2.13 0.04 0.3384
Br -0.38 1.18 -2.09 -0.1779
```

Summary:
Kohn-Sham gap (spin up / spin down), eV: 4.36 / 6.81
Calculated total energy, eV: -164180.7530
Energy relative to the best compared isomer or geometry (same formula, charge and spin), kcal per mole: 179.5
Multiplicity: 3
Maximum force, eV Å⁻¹: 5.84



This record from OMol25 describes a structure of composition C27H35BrN4NiP2 in a non-equilibrium geometry. The level of theory is ωB97M-V/def2-TZVPD.

Structure (XYZ):
```
70
Properties=species:S:1:pos:R:3:mulliken_charge:R:1
Ni -3.15 -2.23 -0.16 0.6232
C -4.85 -3.09 -1.02 0.5351
C -5.48 -1.95 -1.44 0.3207
C -6.81 -1.45 -0.89 -0.7607
C -7.13 -1.91 0.57 -1.0289
C -5.97 -1.92 1.52 -0.4335
C -4.92 -2.76 1.63 0.6153
C -4.70 -4.15 1.14 -0.3949
C -5.39 -4.27 -0.25 -0.9446
C -1.18 -0.62 1.60 -2.2807
H -3.83 -3.32 -1.34 -1.2955
H -5.26 -1.53 -2.46 0.9460
H -7.61 -1.87 -1.56 0.3989
H -6.79 -0.33 -0.94 0.2538
H -7.80 -1.13 0.98 0.4251
H -7.71 -2.85 0.58 0.2918
H -6.07 -1.11 2.26 0.1570
H -4.33 -2.64 2.55 -0.0584
H -5.04 -4.89 1.88 0.5259
H -3.60 -4.27 1.05 0.0842
H -5.07 -5.21 -0.74 0.4429
H -6.50 -4.31 -0.20 0.3063
H -1.24 -1.63 1.11 0.2199
H -0.71 -0.73 2.61 0.5543
H -0.54 0.02 0.96 0.5832
P -2.82 -0.05 1.37 1.2322
P -2.97 -1.11 -2.42 -0.2473
N -3.31 -0.57 3.05 0.2322
N -2.42 1.64 1.64 0.4282
N -2.78 -2.83 -3.46 0.4062
N -1.96 -0.18 -3.47 0.6353
C -4.11 0.34 -0.09 0.5686
C -3.80 0.43 -1.64 -1.0040
C -2.82 -1.80 3.52 -0.9152
C -3.54 -2.17 4.67 -0.4469
C -4.46 -1.11 4.92 -0.6103
C -4.31 -0.13 3.92 -0.6212
C -1.45 1.94 2.62 -0.4304
C -1.57 3.27 2.95 -0.6806
C -2.67 3.82 2.18 -0.5873
C -3.17 2.80 1.38 -0.3376
C -2.54 -4.05 -2.81 -0.3771
C -2.74 -5.13 -3.66 -0.7415
C -3.26 -4.56 -4.86 -0.6948
C -3.32 -3.17 -4.69 -0.4166
C -2.24 0.08 -4.83 -0.2825
C -1.39 1.08 -5.31 -0.6205
C -0.55 1.48 -4.21 -0.5782
C -0.92 0.71 -3.11 -0.3008
H -4.52 1.34 0.10 0.9551
H -4.86 -0.43 0.16 -1.5090
H -4.72 0.63 -2.27 0.3695
H -3.08 1.28 -1.82 0.5340
H -2.13 -2.42 2.97 0.3495
H -3.46 -3.10 5.22 0.4716
H -5.17 -1.04 5.73 0.4282
H -4.82 0.82 3.70 0.5025
H -0.70 1.20 2.95 0.3499
H -1.03 3.78 3.74 0.4124
H -3.12 4.80 2.28 0.4103
H -3.99 2.81 0.65 0.4057
H -2.25 -4.18 -1.76 0.4732
H -2.71 -6.19 -3.35 0.3987
H -3.61 -5.07 -5.74 0.4046
H -3.87 -2.47 -5.31 0.3371
H -2.98 -0.48 -5.38 0.2133
H -1.35 1.47 -6.34 0.3881
H 0.24 2.25 -4.23 0.4005
H -0.46 0.64 -2.13 0.3114
Br -0.81 -2.14 -1.23 -0.3029
```

Summary:
Kohn-Sham gap (spin up / spin down), eV: 5.10 / 6.80
Calculated total energy, eV: -164179.4608
Energy relative to the best compared isomer or geometry (same formula, charge and spin), kcal per mole: 209.3
Multiplicity: 3
Maximum force, eV Å⁻¹: 3.22